No. 1
C6H10O | ωB97M-V with the def2-TZVPD basis set

Each line ends with the natural charge from an NBO analysis.
Atoms and positions in Å:
C1 -1.8895 -0.1411 1.3300  -0.4124
C2 -1.6814 0.6913 0.0946  -0.4167
C3 -1.0454 -0.6625 0.2035  -0.2689
C4 0.4346 -0.8249 0.3821  0.1112
C5 1.4373 -0.3832 -0.7378  -0.5474
C6 1.6887 0.6999 0.1502  0.2132
O1 0.9893 0.2908 1.2065  -0.4754
H1 -1.3686 0.1741 2.2298  0.2267
H2 -2.8612 -0.5952 1.4993  0.2176
H3 -2.5089 0.8031 -0.5994  0.2196
H4 -1.0476 1.5697 0.1805  0.2231
H5 -1.4697 -1.4535 -0.4123  0.2285
H6 0.6927 -1.7732 0.8612  0.1999
H7 2.2132 -1.1331 -0.8847  0.2333
H8 1.4603 0.1264 -1.7845  0.2630
H9 2.9205 0.8893 -1.7617  -0.2278
H10 2.0615 1.7115 0.0635  0.2126

Summary:
Frontier orbital gap (alpha / beta) (eV): 9.67 / 6.22
E_HOMO (alpha / beta) (eV): -8.80 / -6.66
Max |F| (hartree/bohr): 0.02503
Energy relative to the best compared isomer or geometry (same formula, charge and spin) (eV): 6.712

=====

No. 2
C2H3FO2S | ωB97M-V with the def2-TZVPD basis set

Each line ends with the natural charge from an NBO analysis.
Atoms and positions in Å:
C1 0.4536 0.0256 0.6050  -0.4704
C2 -0.2239 0.7608 -0.2388  0.2201
O1 -3.5494 -0.2495 -1.3586  -0.8326
O2 -3.0418 -0.7764 1.0433  -0.8335
F1 -1.3558 1.4108 0.0741  -0.3483
S1 -3.6017 0.1183 0.0112  1.6574
H1 1.3428 -0.7335 0.3764  0.2315
H2 0.0721 -0.0909 1.5249  0.2027
H3 0.0404 0.7906 -1.3105  0.1731

Summary:
Frontier orbital gap (eV): 9.67
E_HOMO (eV): -10.46
Max |F| (hartree/bohr): 0.07662
Energy relative to the best compared isomer or geometry (same formula, charge and spin) (eV): 1.509

=====

No. 3
C3H4Cl3O6PS | ωB97M-V with the def2-TZVPD basis set

Each line ends with the natural charge from an NBO analysis.
Atoms and positions in Å:
C1 1.2870 0.2028 -1.2267  -0.2945
C2 -1.8042 1.0207 -0.2909  -0.6156
C3 -2.3722 1.4105 0.8314  -0.0868
O1 -3.2686 -1.2929 -0.5521  -1.1291
O2 -1.3929 -0.9994 -2.1885  -1.1565
O3 -0.8313 -1.5930 0.2644  -0.9591
O4 1.3604 -1.9110 1.0049  -0.9436
O5 -0.0116 -0.3436 2.2233  -0.9511
O6 0.6933 0.3498 0.0606  -0.7206
P1 -1.9205 -0.7771 -0.7835  2.3076
S1 0.3461 -0.8952 0.9224  2.5914
Cl1 10.5957 -0.7933 2.1403  -1.0000
Cl2 -2.8503 0.3328 2.0528  0.0740
Cl3 -2.4856 3.0491 1.3113  -0.0014
H1 1.0307 -0.8225 -1.6051  0.2360
H2 0.6877 0.8976 -2.0717  0.2097
H3 2.3950 0.3860 -1.1253  0.2006
H4 -1.4586 1.7786 -0.9675  0.2390

Summary:
Frontier orbital gap (eV): 6.16
E_HOMO (eV): -2.17
Total charge: -2
Max |F| (hartree/bohr): 0.10049

=====

No. 4
C4H6N2O | ωB97M-V with the def2-TZVPD basis set

Each line ends with the natural charge from an NBO analysis.
Atoms and positions in Å:
C1 0.3688 1.6754 0.9336  -0.3415
C2 1.1827 0.9993 1.7744  -0.0657
C3 0.2261 0.8176 -0.2622  -0.0607
C4 -1.8809 -1.7837 -1.9367  0.2562
N1 1.6090 -0.1276 1.0850  -0.3535
N2 0.9291 -0.2730 -0.0498  -0.2575
O1 -2.6697 -1.9503 -1.0414  -0.4959
H1 -0.0083 2.6723 0.8573  0.2320
H2 1.5851 1.2608 2.8036  0.2271
H3 -0.3579 0.7600 -1.1264  0.2083
H4 -2.3133 -1.1451 -2.7217  0.1035
H5 -0.8096 -2.0367 -1.9452  0.1346
H6 2.1390 -0.8690 1.6295  0.4130

Summary:
Frontier orbital gap (eV): 10.60
SMILES: c1cn[nH]c1.C=O
E_HOMO (eV): -9.64
Max |F| (hartree/bohr): 0.07952
Energy relative to the best compared isomer or geometry (same formula, charge and spin) (eV): 2.879

=====

- The highest max |F| belongs to which entry?
  C3H4Cl3O6PS